1.
C28H64F12KN5O6PS2 | ωB97M-V/def2-TZVPD

Each line ends with the Löwdin charge.
Geometry (Å):
K (15.011, -22.881, 12.204)  0.864
S (14.807, -19.567, 14.453)  0.587
S (16.623, -19.153, 12.674)  0.574
P (12.744, -21.786, 9.348)  0.171
F (18.705, -19.251, 11.189)  0.165
F (12.123, -22.469, 8.025)  -0.150
F (13.499, -21.182, 10.665)  -0.214
F (13.506, -20.699, 8.444)  -0.135
F (17.121, -20.588, 10.482)  0.116
F (11.531, -20.726, 9.503)  -0.153
F (12.627, -20.010, 13.042)  0.087
F (13.970, -22.845, 9.295)  -0.175
F (12.341, -20.090, 15.180)  0.159
F (13.289, -21.759, 14.129)  0.045
F (18.332, -21.111, 12.220)  0.133
F (11.888, -22.824, 10.274)  -0.179
O (16.273, -16.806, 7.684)  -0.025
O (14.430, -18.211, 14.247)  -0.253
O (15.277, -19.974, 15.731)  -0.227
O (17.478, -18.606, 13.677)  -0.234
O (7.405, -20.030, 11.007)  -0.053
O (15.949, -18.214, 11.803)  -0.310
N (11.277, -22.303, 3.549)  -0.273
N (15.643, -20.299, 13.215)  -0.358
N (12.713, -27.776, 9.065)  -0.259
N (8.738, -22.139, 12.613)  -0.337
N (12.915, -16.886, 9.217)  -0.370
C (12.415, -27.885, 10.532)  -0.130
C (10.543, -23.608, 3.387)  -0.136
C (10.004, -21.509, 13.080)  0.003
C (12.707, -21.011, 4.986)  -0.152
C (10.846, -27.556, 12.480)  -0.070
C (15.403, -17.183, 8.728)  -0.234
C (17.754, -20.099, 11.560)  -0.671
C (11.699, -21.792, 2.190)  0.046
C (11.077, -27.301, 10.987)  -0.231
C (12.874, -26.303, 8.664)  -0.085
C (11.596, -28.359, 8.251)  0.034
C (10.443, -21.251, 4.261)  -0.084
C (13.942, -17.266, 8.217)  -0.088
C (11.575, -17.166, 8.657)  -0.001
C (9.316, -23.540, 2.480)  -0.214
C (8.310, -24.634, 2.838)  -0.076
C (13.187, -20.405, 14.207)  -0.652
C (8.586, -20.693, 10.535)  -0.213
C (11.316, -20.542, 5.330)  -0.115
C (7.519, -21.675, 13.381)  0.051
C (12.527, -22.407, 4.396)  -0.101
C (14.982, -27.375, 8.195)  -0.122
C (8.579, -22.085, 11.118)  -0.104
C (13.093, -17.724, 10.424)  0.004
C (8.909, -23.600, 12.898)  -0.012
C (12.965, -15.436, 9.581)  0.045
C (14.045, -28.424, 8.784)  -0.090
C (14.353, -26.029, 8.576)  -0.147
H (10.960, -20.880, 6.296)  0.104
H (9.040, -23.761, 13.964)  0.117
H (9.622, -21.774, 4.759)  0.131
H (11.368, -29.304, 8.737)  0.123
H (14.011, -15.208, 9.781)  0.110
H (10.337, -22.017, 13.977)  0.110
H (13.958, -29.342, 8.206)  0.144
H (9.935, -20.651, 3.510)  0.132
H (16.164, -15.864, 7.516)  0.101
H (15.591, -16.574, 9.622)  0.120
H (15.718, -18.158, 9.106)  0.118
H (10.540, -28.572, 12.700)  0.092
H (15.988, -27.529, 8.575)  0.129
H (13.390, -22.696, 3.797)  0.142
H (6.660, -22.196, 12.975)  0.120
H (14.453, -28.754, 9.739)  0.133
H (7.297, -24.337, 2.578)  0.086
H (9.859, -20.450, 13.297)  0.121
H (12.383, -23.195, 5.137)  0.130
H (9.814, -23.951, 12.399)  0.099
H (10.794, -21.468, 1.686)  0.107
H (10.028, -26.890, 12.770)  0.069
H (14.620, -25.275, 7.839)  0.123
H (9.434, -22.622, 10.709)  0.119
H (15.057, -27.484, 7.111)  0.124
H (8.885, -22.552, 2.679)  0.107
H (12.201, -22.584, 1.644)  0.122
H (7.718, -21.876, 14.429)  0.119
H (13.412, -21.160, 5.806)  0.115
H (10.260, -27.760, 10.427)  0.112
H (8.590, -20.715, 9.444)  0.130
H (10.757, -21.496, 12.290)  0.090
H (9.476, -20.147, 10.861)  0.108
H (8.089, -24.178, 12.478)  0.117
H (10.785, -27.641, 8.229)  0.105
H (12.370, -17.413, 11.181)  0.120
H (12.407, -15.259, 10.493)  0.120
H (9.593, -23.577, 1.429)  0.121
H (11.056, -26.230, 10.787)  0.095
H (13.080, -18.792, 10.233)  0.087
H (8.516, -25.530, 2.247)  0.086
H (10.783, -16.913, 9.355)  0.115
H (10.242, -23.850, 4.408)  0.126
H (12.394, -26.152, 7.699)  0.135
H (7.643, -22.584, 10.873)  0.148
H (11.687, -27.201, 13.078)  0.084
H (7.422, -20.613, 13.197)  0.099
H (14.020, -17.474, 10.952)  0.091
H (12.342, -20.937, 2.367)  0.109
H (11.522, -18.237, 8.452)  0.093
H (13.214, -20.408, 4.234)  0.120
H (14.821, -25.661, 9.493)  0.113
H (11.466, -16.656, 7.702)  0.114
H (11.942, -28.475, 7.228)  0.118
H (7.475, -19.097, 10.780)  0.106
H (12.650, -14.859, 8.718)  0.118
H (11.311, -24.312, 3.059)  0.144
H (13.775, -18.295, 7.914)  0.121
H (12.347, -25.684, 9.382)  0.110
H (13.922, -16.558, 7.388)  0.142
H (12.493, -28.942, 10.778)  0.150
H (8.346, -24.970, 3.874)  0.073
H (11.177, -19.488, 5.100)  0.122
H (13.167, -27.291, 11.054)  0.144

Its LUMO energy is -6.6 eV. The net charge is +3. For the frontier orbital gap, the calculation gives 8.015 eV. The value obtained for the electronic energy is -129686.1579 eV.

2.
C33H36N3O4PPtS6 | ωB97M-V/def2-TZVPD

Each line ends with the Löwdin charge.
Geometry (Å):
Pt (-0.852, -0.413, 0.064)  0.708
S (4.247, -2.986, -4.520)  0.637
S (1.540, 2.078, -1.882)  0.845
S (4.271, 4.273, 2.827)  0.529
S (3.023, 3.764, 0.185)  0.910
S (3.045, 1.648, 2.128)  0.897
S (1.576, -0.327, 0.438)  0.494
P (-1.768, 0.062, 2.062)  0.948
O (4.199, -3.565, -5.838)  -0.297
O (0.779, -0.180, -6.169)  0.087
O (-0.602, 1.289, -5.418)  0.100
O (4.030, -3.831, -3.369)  -0.315
N (-0.389, -0.836, -1.932)  -0.090
N (0.688, -1.535, -3.716)  0.061
N (0.058, 0.282, -5.305)  -0.339
C (6.951, -3.029, -4.707)  -0.113
C (3.485, 3.280, 1.785)  -1.510
C (2.244, 1.274, 0.616)  -1.146
C (0.429, -1.767, -2.413)  -0.318
C (-3.509, -1.588, 0.910)  -0.331
C (-2.562, 1.700, 1.852)  -0.304
C (-1.813, 2.884, 1.923)  -0.271
C (1.633, -2.322, -4.504)  -0.126
C (-0.359, 2.884, 2.290)  -0.040
C (0.480, -0.198, 6.054)  -0.067
C (1.280, 3.795, -2.381)  -0.402
C (-0.690, 0.015, -2.947)  -0.067
C (3.025, -1.690, -4.443)  -0.203
C (-0.941, 0.029, 3.675)  -0.302
C (-4.743, -2.544, 3.234)  -0.081
C (-3.916, 1.757, 1.530)  -0.087
C (-0.697, 0.532, 6.004)  -0.045
C (-2.792, -1.054, -0.303)  -0.295
C (-3.731, -1.601, 3.327)  -0.065
C (-0.015, -0.393, -4.054)  -0.147
C (-5.145, -2.999, 1.984)  -0.076
C (0.948, -0.832, 4.917)  -0.072
C (-2.456, 4.090, 1.661)  -0.042
C (-2.688, 1.497, 4.874)  -0.038
C (2.245, 2.273, -0.287)  -0.983
C (-3.803, 4.141, 1.340)  -0.076
C (-1.434, 0.662, 4.830)  -0.268
C (0.235, -0.717, 3.735)  -0.105
C (-4.539, 2.968, 1.275)  -0.076
C (5.792, -2.126, -4.309)  -0.299
C (-4.534, -2.526, 0.832)  -0.041
C (0.969, -2.917, -1.647)  -0.002
C (-3.129, -1.125, 2.168)  -0.323
H (-3.382, -0.239, -0.744)  0.056
H (1.028, -0.271, 6.985)  0.106
H (0.605, -1.187, 2.833)  0.044
H (0.841, -2.720, -0.586)  0.038
H (-2.736, -1.839, -1.063)  0.045
H (-5.205, -2.933, 4.132)  0.102
H (0.178, 2.099, 1.760)  0.032
H (2.025, -3.088, -1.856)  0.079
H (0.104, 3.839, 2.041)  0.088
H (-4.495, 0.843, 1.485)  0.105
H (-3.479, 1.114, 4.232)  0.064
H (7.892, -2.514, -4.518)  0.080
H (0.765, 3.746, -3.339)  0.033
H (-1.323, 0.875, -2.823)  0.130
H (-0.215, 2.712, 3.359)  0.091
H (0.648, 4.314, -1.664)  0.040
H (-5.592, 2.993, 1.027)  0.104
H (-1.063, 1.018, 6.901)  0.112
H (5.833, -1.844, -3.257)  0.107
H (-4.275, 5.094, 1.140)  0.104
H (-1.882, 5.008, 1.715)  0.113
H (1.866, -1.404, 4.941)  0.108
H (3.191, -1.002, -5.271)  0.108
H (6.943, -3.950, -4.126)  0.083
H (-3.393, -1.263, 4.299)  0.103
H (-4.842, -2.899, -0.138)  0.113
H (1.283, -2.381, -5.526)  0.128
H (-3.069, 1.536, 5.894)  0.084
H (-2.485, 2.522, 4.553)  0.089
H (6.894, -3.287, -5.763)  0.077
H (-5.929, -3.741, 1.909)  0.103
H (1.644, -3.323, -4.077)  0.119
H (5.743, -1.227, -4.924)  0.105
H (2.220, 4.327, -2.513)  0.027
H (0.422, -3.829, -1.900)  0.105
H (3.175, -1.173, -3.493)  0.120

As for the relative energy (zero: lowest compared OMol25 entry of this formula, charge and spin): 0.031 eV. Its LUMO energy is -0.8 eV. For the frontier orbital gap, the calculation gives 6.321 eV. The value obtained for the electronic energy is -125012.1040 eV.

3.
C18H12F5N2NaO2Se | ωB97M-V/def2-TZVPD

Each line ends with the natural charge from an NBO analysis.
Geometry (Å):
Se (0.130, 0.710, -1.354)  -0.390
Na (0.994, -2.186, -1.153)  0.906
F (1.367, 2.577, -3.597)  -0.315
F (1.347, 6.663, -1.288)  -0.323
F (1.800, 5.214, -3.549)  -0.332
F (0.048, 2.752, 0.952)  -0.307
F (0.485, 5.386, 0.962)  -0.321
O (-0.964, -1.833, -1.180)  -0.848
O (2.640, -3.298, -1.083)  -0.815
N (0.545, -2.628, 0.857)  -0.391
N (-0.755, -2.220, 1.096)  -0.475
C (-4.907, -0.617, -0.655)  -0.222
C (1.135, 5.330, -1.297)  0.197
C (-4.733, -1.061, 1.695)  -0.242
C (0.462, 3.314, -0.190)  0.287
C (2.883, -2.211, 1.027)  -0.535
C (1.505, -1.936, 1.362)  0.236
C (-3.422, -1.474, 1.523)  -0.216
C (-1.413, -1.880, 0.020)  0.515
C (0.689, 4.672, -0.163)  0.249
C (3.334, -2.806, -0.138)  0.440
C (-5.485, -0.630, 0.607)  -0.257
C (1.120, 3.226, -2.448)  0.266
C (-3.594, -1.031, -0.825)  -0.223
C (1.353, 4.584, -2.440)  0.281
C (1.218, -0.780, 2.298)  -0.682
C (0.630, 2.515, -1.340)  -0.287
C (-2.834, -1.469, 0.258)  0.022
C (4.851, -2.804, -0.367)  -0.673
H (-3.107, -1.007, -1.791)  0.245
H (2.137, -0.394, 2.739)  0.186
H (-5.483, -0.269, -1.506)  0.187
H (3.632, -1.761, 1.669)  0.177
H (5.132, -3.713, -0.901)  0.197
H (0.534, -1.115, 3.082)  0.211
H (-5.176, -1.063, 2.686)  0.186
H (-2.822, -1.801, 2.362)  0.232
H (0.715, 0.019, 1.749)  0.258
H (-6.508, -0.298, 0.749)  0.184
H (5.107, -1.946, -0.995)  0.204
H (5.411, -2.734, 0.568)  0.186

Its LUMO energy is 4.1 eV. The net charge is -2. For the frontier orbital gap, the calculation gives 5.067 eV. The value obtained for the electronic energy is -109286.6040 eV.

4.
C5H7N4O3 | ωB97M-V/def2-TZVPD

Each line ends with the natural charge from an NBO analysis.
Geometry (Å):
O (1.851, 2.690, 0.219)  -0.503
O (-1.479, 0.475, -1.675)  -0.519
O (0.790, -0.797, -0.645)  -0.416
N (1.194, 0.666, 1.030)  -0.547
N (-3.339, -0.894, 1.160)  0.177
N (-2.479, -0.217, 0.932)  0.116
N (-0.110, 1.864, -0.608)  -0.660
C (-1.479, 0.618, 0.814)  -0.453
C (-1.141, 0.842, -0.580)  0.645
C (1.198, -0.560, 0.535)  0.587
C (0.988, 1.853, 0.183)  0.769
C (0.644, -2.163, -1.147)  -0.263
H (0.043, -2.145, -1.965)  0.237
H (0.190, -2.893, -0.349)  0.208
H (-1.456, 1.400, 1.593)  0.279
H (1.566, -2.726, -1.334)  0.231
H (1.547, 0.713, 1.901)  0.437
H (-0.089, 2.636, -1.273)  0.459
H (1.563, -1.362, 1.209)  0.218

As for the relative energy (zero: lowest compared OMol25 entry of this formula, charge and spin): 2.105 eV. Its LUMO energy is -4.7 eV. The net charge is +1. For the frontier orbital gap, the calculation gives 8.954 eV. The value obtained for the electronic energy is -17391.7027 eV.

Question: Which of these has the highest frontier orbital gap?
Answer: C5H7N4O3